1.
# C4H12N2

C4H12N2 in the gas phase (ωB97M-V with the def2-TZVPD basis set, the Open Molecules 2025 dataset).

Structure (ORCA input):
```
! RIJCOSX wB97M-V def2-TZVPD def2/J DEFGRID3
* xyz 0 1
C -1.934 -0.064 -0.143
C -0.541 -0.488 0.421
C -0.620 -0.701 1.921
N 0.466 0.506 0.104
C 1.009 0.510 -1.315
N 2.337 0.941 -1.426
H -2.578 -0.906 0.099
H -2.328 0.869 0.246
H -1.833 -0.036 -1.250
H -0.214 -1.495 0.053
H 0.310 -1.214 2.174
H -0.566 0.254 2.485
H -1.465 -1.336 2.142
H 1.306 0.393 0.696
H 0.913 -0.538 -1.667
H 0.264 1.119 -1.909
H 3.042 0.249 -1.282
H 2.430 1.937 -1.346
*
```

Its SMILES is CC(C)NCN. For the lowest unoccupied orbital energy, the calculation gives 1.15 eV. The calculation puts the largest force on an atom at 2.74 eV/Å. The relative energy (zero: lowest compared OMol25 entry of this formula, charge and spin) is 18.9 kcal per mole.

2.
# C4H12N2

2 unconnected molecules or ions with the total composition C4H12N2 (ωB97M-V with the def2-TZVPD basis set, the Open Molecules 2025 dataset).

Structure (ORCA input):
```
! RIJCOSX wB97M-V def2-TZVPD def2/J DEFGRID3
* xyz 0 1
C 0.820 0.941 1.600
C 1.671 -0.097 1.607
C 1.419 -1.501 2.089
H 1.211 1.937 1.522
H -0.243 0.879 1.831
H 2.627 0.200 1.122
H 2.053 -2.174 1.522
H 0.394 -1.816 1.914
H 1.813 -1.632 3.111
N -1.316 -0.184 -0.707
C -1.833 0.440 -1.919
N -0.932 0.446 -3.179
H -0.348 -0.008 -0.432
H -1.911 0.210 0.021
H -1.927 1.477 -1.610
H -2.788 0.101 -2.271
H -0.290 1.210 -3.054
H -0.419 -0.429 -3.169
*
```

Its SMILES is C=CC.NCN. For the lowest unoccupied orbital energy, the calculation gives 1.00 eV. The calculation puts the largest force on an atom at 3.21 eV/Å. The relative energy (zero: lowest compared OMol25 entry of this formula, charge and spin) is 44.9 kcal per mole.

3.
# C4H12N2

A molecular structure, C4H12N2 (ωB97M-V with the def2-TZVPD basis set, the Open Molecules 2025 dataset).

Structure (ORCA input):
```
! RIJCOSX wB97M-V def2-TZVPD def2/J DEFGRID3
* xyz 0 1
C 1.947 -0.073 0.192
C 0.995 -0.411 -0.986
C -0.469 -0.758 -0.683
C -2.512 0.200 0.179
N -1.183 0.509 -0.424
N 1.035 1.049 1.460
H 2.155 -0.929 0.827
H 1.871 1.005 0.653
H 1.123 0.358 -1.765
H 1.508 -1.211 -1.549
H -0.487 -1.377 0.251
H -0.995 -1.246 -1.510
H -3.106 -0.466 -0.439
H -2.388 -0.375 1.119
H -3.087 1.116 0.349
H -0.742 0.871 0.430
H 1.378 1.732 2.131
H 2.959 0.003 -0.235
*
```

For the lowest unoccupied orbital energy, the calculation gives 0.31 eV. The calculation puts the largest force on an atom at 4.09 eV/Å. The relative energy (zero: lowest compared OMol25 entry of this formula, charge and spin) is 134.9 kcal per mole.

4.
# C4H12N2

2 unconnected molecules or ions with the total composition C4H12N2 (ωB97M-V with the def2-TZVPD basis set, the Open Molecules 2025 dataset).

Structure (ORCA input):
```
! RIJCOSX wB97M-V def2-TZVPD def2/J DEFGRID3
* xyz 0 1
C 1.050 -1.963 -0.285
C 1.905 -1.305 0.496
C 2.783 -1.764 1.611
H 0.838 -1.636 -1.295
H 0.473 -2.790 0.071
H 2.254 -0.420 -0.045
H 3.052 -2.822 1.528
H 2.312 -1.719 2.593
H 3.717 -1.208 1.583
N -3.187 2.150 -0.300
C -1.970 2.080 -1.048
N -0.937 1.153 -0.517
H -3.864 1.409 -0.368
H -3.099 2.470 0.651
H -1.537 3.076 -0.948
H -2.234 1.856 -2.069
H -0.201 1.198 -1.213
H -1.356 0.234 -0.445
*
```

Its SMILES is C=CC.NCN. For the lowest unoccupied orbital energy, the calculation gives 1.07 eV. The calculation puts the largest force on an atom at 2.49 eV/Å. The relative energy (zero: lowest compared OMol25 entry of this formula, charge and spin) is 40.7 kcal per mole.

Question: lowest unoccupied orbital energy of number 2 (C4H12N2)?
Answer: 1.00 eV